(1)
Formula: C19H19F6NO2S
Source: OMol25
Level of theory: ωB97M-V/def2-TZVPD

Calculated values
Largest force on an atom (hartree/bohr): 0.0670
Total energy (eV): -52734.38941
Structure (SMILES): Cc1ccc([C@H]([C@@H](c2ccc(C(F)(F)F)cc2)S(=O)(=O)C(F)(F)F)N(C)C)cc1
Orbital gap (eV): 8.57

ORCA input file:
```
! wB97M-V def2-TZVPD RIJCOSX def2/J DEFGRID3
* xyz 0 1
C -6.993 -3.736 3.636
C -6.728 -2.758 2.534
C -7.272 -1.469 2.552
C -6.959 -0.553 1.543
C -5.986 -0.848 0.549
C -5.458 0.151 -0.484
C -3.731 0.351 -1.024
C -2.946 0.783 0.203
C -2.707 -0.060 1.285
C -2.000 0.374 2.406
C -1.529 1.685 2.459
C -0.876 2.181 3.735
F -0.030 3.231 3.527
F -1.807 2.604 4.642
F -0.155 1.214 4.373
C -1.784 2.561 1.409
C -2.505 2.110 0.299
S -3.055 -1.135 -1.862
O -4.129 -2.045 -2.224
O -1.897 -1.555 -1.120
C -2.448 -0.413 -3.458
F -2.036 -1.362 -4.315
F -1.413 0.437 -3.217
F -3.453 0.295 -4.045
N -5.970 1.433 -0.391
C -6.292 2.238 -1.567
C -5.947 2.144 0.873
C -5.585 -2.190 0.472
C -5.915 -3.114 1.456
H -6.474 -4.676 3.435
H -6.642 -3.379 4.613
H -8.060 -3.958 3.745
H -7.966 -1.192 3.346
H -7.540 0.376 1.502
H -5.476 -0.254 -1.518
H -3.446 1.086 -1.858
H -3.053 -1.089 1.256
H -1.824 -0.313 3.224
H -1.427 3.592 1.457
H -2.690 2.815 -0.519
H -6.125 3.293 -1.328
H -5.687 1.982 -2.454
H -7.356 2.105 -1.829
H -5.625 3.179 0.703
H -6.968 2.156 1.280
H -5.270 1.666 1.596
H -5.071 -2.542 -0.413
H -5.544 -4.133 1.380
*
```


(2)
Formula: C50H28Cl4F3N5Re
Source: OMol25
Level of theory: ωB97M-V/def2-TZVPD

Calculated values
Relative energy (zero: lowest compared OMol25 entry of this formula, charge and spin) (eV): 0.000
Largest force on an atom (hartree/bohr): 0.0090
Total energy (eV): -120115.20848
⟨S²⟩: 3.8717
Orbital gap (spin up / spin down) (eV): 5.37 / 4.80

ORCA input file:
```
! wB97M-V def2-TZVPD RIJCOSX def2/J DEFGRID3
* xyz 2 4
Re -0.136 0.332 -0.051
Cl -5.874 -3.330 6.417
C -4.804 -2.584 5.293
C -4.049 -3.374 4.441
C -3.185 -2.766 3.544
C -3.078 -1.378 3.482
C -3.849 -0.605 4.347
C -4.706 -1.201 5.257
C -2.147 -0.749 2.506
C -2.664 0.194 1.612
C -4.006 0.594 1.508
C -4.056 1.686 0.686
C -2.747 1.978 0.241
C -2.300 3.059 -0.575
C -2.854 4.437 -0.494
C -4.081 4.784 0.097
C -4.513 6.093 0.166
C -3.711 7.113 -0.322
Cl -4.243 8.741 -0.229
C -2.463 6.823 -0.842
C -2.045 5.508 -0.912
C -1.243 2.845 -1.470
N -0.263 1.857 -1.364
C 0.588 2.005 -2.467
C 1.834 1.386 -2.621
C 2.573 1.652 -3.889
C 3.800 2.309 -3.880
C 4.482 2.551 -5.061
C 3.934 2.130 -6.262
Cl 4.783 2.422 -7.733
C 2.708 1.484 -6.295
C 2.030 1.255 -5.108
C 2.446 0.618 -1.640
C 3.762 0.053 -1.704
C 3.980 -0.635 -0.561
C 2.796 -0.557 0.240
N 1.861 0.221 -0.441
C 2.586 -1.244 1.426
C 1.365 -1.297 2.099
C 1.132 -1.965 3.334
C -0.188 -1.852 3.625
C -0.805 -1.096 2.581
N 0.174 -0.733 1.665
C 3.734 -2.003 2.005
C 3.659 -3.382 2.170
C 4.725 -4.091 2.701
C 5.872 -3.412 3.081
Cl 7.200 -4.286 3.751
C 5.963 -2.037 2.931
C 4.894 -1.340 2.391
C 0.063 3.011 -3.308
C -1.029 3.542 -2.690
N -1.899 0.978 0.733
H -4.138 -4.451 4.483
H -2.595 -3.384 2.877
H -3.755 0.475 4.338
H -5.290 -0.601 5.942
H -4.840 0.108 1.989
H -4.953 2.173 0.355
H -4.725 4.049 0.533
H -5.469 6.330 0.612
H -1.812 7.625 -1.165
H -1.034 5.333 -1.247
H 4.217 2.670 -2.946
H 5.430 3.071 -5.054
H 2.292 1.168 -7.242
H 1.071 0.747 -5.135
H 4.447 0.164 -2.529
H 4.872 -1.179 -0.292
H 1.892 -2.446 3.929
H -0.695 -2.222 4.502
H 2.765 -3.918 1.866
H 4.673 -5.165 2.820
H 6.861 -1.520 3.241
H 4.961 -0.262 2.290
H 0.490 3.317 -4.249
H -1.670 4.318 -3.074
F -0.248 -5.978 -3.070
C -0.741 -5.673 -1.873
F 0.004 -6.272 -0.941
F -1.982 -6.141 -1.786
C -0.698 -4.172 -1.638
C -1.716 -3.533 -0.951
C -1.573 -2.197 -0.655
N -0.477 -1.505 -1.021
C 0.484 -2.112 -1.746
C 0.398 -3.446 -2.072
H -2.610 -4.059 -0.648
H -2.339 -1.654 -0.116
H 1.312 -1.505 -2.079
H 1.184 -3.903 -2.658
*
```


(3)
Formula: C24H28As2N3ORe
Source: OMol25
Level of theory: ωB97M-V/def2-TZVPD

Calculated values
Relative energy (zero: lowest compared OMol25 entry of this formula, charge and spin) (eV): 0.811
Largest force on an atom (hartree/bohr): 0.0164
Total energy (eV): -155639.54358
⟨S²⟩: 0.7648
Orbital gap (spin up / spin down) (eV): 4.67 / 5.03

ORCA input file:
```
! wB97M-V def2-TZVPD RIJCOSX def2/J DEFGRID3
* xyz 3 2
Re 0.089 0.396 0.700
C -2.646 3.861 0.469
C -1.530 2.907 0.660
N -1.617 1.614 0.527
N -2.808 1.044 0.259
C -2.688 -0.240 0.245
O -1.408 -0.721 0.403
C -3.785 -1.149 0.077
C -5.060 -0.605 -0.195
C -6.139 -1.445 -0.352
C -5.967 -2.823 -0.231
C -4.710 -3.367 0.050
C -3.623 -2.537 0.201
C -0.207 3.319 1.138
C 0.097 4.613 1.508
C 1.303 4.880 2.146
C 2.169 3.829 2.414
C 1.841 2.563 1.971
N 0.691 2.298 1.321
H -3.555 3.345 0.179
H -2.375 4.580 -0.309
H -2.828 4.421 1.389
H -5.185 0.464 -0.288
H -7.117 -1.036 -0.566
H -6.819 -3.480 -0.353
H -4.597 -4.438 0.152
H -2.655 -2.952 0.435
H -0.621 5.403 1.330
H 1.551 5.889 2.450
H 3.095 3.981 2.951
H 2.502 1.722 2.143
C 3.899 1.083 -0.190
As 2.136 0.658 -0.873
C 1.745 2.044 -2.157
C 2.360 -1.026 -1.751
C 2.929 -1.135 -3.011
C 3.138 -2.399 -3.551
C 2.788 -3.534 -2.834
C 2.224 -3.428 -1.566
C 2.013 -2.172 -1.015
As 1.222 -1.928 0.734
C 0.064 -3.439 0.982
C 2.568 -2.125 2.111
H 4.568 0.974 -1.046
H 4.198 0.374 0.579
H 3.958 2.106 0.174
H 2.590 2.138 -2.839
H 1.606 2.990 -1.636
H 0.849 1.780 -2.715
H 3.205 -0.259 -3.587
H 3.574 -2.496 -4.536
H 2.952 -4.513 -3.265
H 1.958 -4.331 -1.032
H -0.421 -3.373 1.954
H 0.691 -4.331 0.961
H -0.663 -3.484 0.177
H 3.093 -3.066 1.952
H 2.070 -2.138 3.080
H 3.285 -1.307 2.078
*
```


(4)
Formula: C5H12N2O
Source: OMol25
Level of theory: ωB97M-V/def2-TZVPD

Calculated values
Relative energy (zero: lowest compared OMol25 entry of this formula, charge and spin) (eV): 2.354
Largest force on an atom (hartree/bohr): 0.0522
Total energy (eV): -10406.06966
Structure (SMILES): CN[C@H](CN)CC=O
Orbital gap (eV): 9.62

ORCA input file:
```
! wB97M-V def2-TZVPD RIJCOSX def2/J DEFGRID3
* xyz 0 1
C -1.192 -2.131 0.213
N -1.142 -0.855 0.906
C -0.150 0.129 0.388
C -0.508 0.489 -1.050
N -1.923 0.810 -1.384
C 1.276 -0.440 0.516
C 2.293 0.657 0.241
O 2.020 1.837 0.251
H -1.176 -2.029 -0.867
H -0.428 -2.782 0.673
H -2.181 -2.585 0.388
H -1.196 -0.882 1.903
H -0.279 1.050 0.963
H 0.006 1.411 -1.340
H -0.202 -0.334 -1.709
H -2.453 0.166 -0.791
H -2.119 1.708 -0.952
H 1.491 -0.576 1.577
H 1.334 -1.231 -0.210
H 3.347 0.440 0.010
*
```


(5)
Formula: C29H44N3O2S5SbTi
Source: OMol25
Level of theory: ωB97M-V/def2-TZVPD

Calculated values
Relative energy (zero: lowest compared OMol25 entry of this formula, charge and spin) (eV): 0.044
Largest force on an atom (hartree/bohr): 0.0097
Total energy (eV): -123192.43990
Orbital gap (eV): 5.67

ORCA input file:
```
! wB97M-V def2-TZVPD RIJCOSX def2/J DEFGRID3
* xyz -2 1
Ti -0.034 -0.134 0.453
C -3.282 -5.193 -3.363
C -1.892 -5.655 -2.921
C -1.120 -6.083 -4.178
C -2.067 -6.872 -2.001
C -1.118 -4.557 -2.185
C -1.675 -3.302 -1.942
C -0.939 -2.327 -1.271
N -1.301 -1.051 -0.894
C -2.387 -0.319 -1.314
C -3.313 -0.577 -2.324
C -4.394 0.285 -2.527
C -4.539 1.386 -1.687
C -3.599 1.717 -0.701
C -2.470 0.904 -0.598
O -1.407 1.185 0.148
C -3.829 2.853 0.304
C -2.706 3.899 0.259
C -3.860 2.241 1.716
C -5.154 3.577 0.062
C -5.439 0.028 -3.616
C -6.821 -0.165 -2.976
C -5.491 1.224 -4.577
C -5.125 -1.224 -4.439
C 0.354 -2.633 -0.797
O 0.943 -1.655 -0.106
C 0.930 -3.881 -1.025
C 0.172 -4.818 -1.734
C 2.324 -4.193 -0.479
C 2.790 -5.601 -0.858
C 3.340 -3.192 -1.050
C 2.307 -4.097 1.055
H -3.784 -6.006 -3.895
H -3.221 -4.334 -4.034
H -3.903 -4.917 -2.508
H -1.657 -6.876 -4.708
H -0.125 -6.453 -3.926
H -0.999 -5.233 -4.853
H -2.617 -7.669 -2.513
H -2.620 -6.589 -1.103
H -1.101 -7.269 -1.686
H -2.693 -3.094 -2.223
H -3.173 -1.440 -2.953
H -5.415 2.012 -1.800
H -1.752 3.419 0.476
H -2.876 4.665 1.020
H -2.672 4.401 -0.716
H -2.916 1.756 1.961
H -4.657 1.497 1.784
H -4.039 3.019 2.464
H -5.186 4.051 -0.924
H -5.272 4.359 0.816
H -6.004 2.897 0.146
H -7.121 0.715 -2.405
H -6.805 -1.017 -2.294
H -7.579 -0.349 -3.745
H -5.740 2.144 -4.048
H -6.243 1.061 -5.357
H -4.520 1.366 -5.056
H -5.112 -2.119 -3.814
H -4.158 -1.142 -4.938
H -5.893 -1.359 -5.205
H 0.601 -5.792 -1.925
H 2.848 -5.731 -1.942
H 2.128 -6.368 -0.450
H 3.789 -5.765 -0.446
H 3.366 -3.258 -2.141
H 4.340 -3.413 -0.665
H 3.079 -2.172 -0.771
H 1.608 -4.827 1.471
H 2.003 -3.108 1.391
H 3.304 -4.305 1.455
S -0.540 2.216 4.547
Sb 0.569 0.451 3.632
S 1.681 1.085 1.571
S -0.948 -1.001 2.426
S 1.984 -0.768 4.925
N -0.722 2.776 -2.433
C 0.358 2.471 -1.670
N 0.706 3.350 -0.719
S 1.242 1.060 -1.934
H -1.462 3.285 -1.970
H -1.062 1.982 -2.957
H 0.024 4.038 -0.437
H 1.272 2.962 0.033
*
```


(6)
Formula: C4H13N4O
Source: OMol25
Level of theory: ωB97M-V/def2-TZVPD

Calculated values
Relative energy (zero: lowest compared OMol25 entry of this formula, charge and spin) (eV): 1.134
Largest force on an atom (hartree/bohr): 0.0356
Total energy (eV): -12361.75465
Orbital gap (eV): 11.22

ORCA input file:
```
! wB97M-V def2-TZVPD RIJCOSX def2/J DEFGRID3
* xyz 1 1
C 1.701 -1.118 3.224
C 1.567 -1.051 1.749
O 0.504 -0.651 1.256
N 2.668 -1.310 1.022
H 1.178 -0.304 3.714
H 2.650 -1.309 3.714
H 2.611 -1.341 0.015
H 3.491 -1.658 1.484
H 1.071 -1.952 3.550
C -1.100 2.442 -2.586
C -1.393 0.445 -1.151
N -2.225 -0.078 -0.140
N -1.885 1.468 -1.804
N -0.190 -0.055 -1.300
H -1.757 0.052 0.754
H -2.715 -0.951 -0.216
H -2.886 1.527 -1.692
H 0.312 0.006 -2.170
H 0.106 -0.614 -0.486
H -1.539 2.514 -3.582
H -0.098 2.064 -2.724
H -1.210 3.390 -2.083
*
```


(7)
Formula: C3H4N2O2
Source: OMol25
Level of theory: ωB97M-V/def2-TZVPD

Calculated values
Relative energy (zero: lowest compared OMol25 entry of this formula, charge and spin) (eV): 3.830
Largest force on an atom (hartree/bohr): 0.0582
Total energy (eV): -10248.43541
Structure (SMILES): OCc1conn1
Orbital gap (eV): 11.23

ORCA input file:
```
! wB97M-V def2-TZVPD RIJCOSX def2/J DEFGRID3
* xyz 0 1
O -2.089 -0.323 -0.631
C -1.201 0.162 0.327
C 0.242 0.038 0.024
C 1.218 0.894 -0.242
O 2.360 0.245 -0.317
N 2.040 -1.125 -0.114
N 0.818 -1.216 0.018
H -1.934 -1.320 -0.675
H -1.292 -0.502 1.318
H -1.513 1.198 0.547
H 1.350 1.950 -0.255
*
```


(8)
Formula: C30H70N10O10
Source: OMol25
Level of theory: ωB97M-V/def2-TZVPD

Calculated values
Relative energy (zero: lowest compared OMol25 entry of this formula, charge and spin) (eV): 1.998
Largest force on an atom (hartree/bohr): 0.0808
Total energy (eV): -67622.33866
⟨S²⟩: 0.7503
Orbital gap (spin up / spin down) (eV): 1.57 / 9.29

ORCA input file:
```
! wB97M-V def2-TZVPD RIJCOSX def2/J DEFGRID3
* xyz -1 2
C 32.900 15.330 17.018
C 34.006 14.572 17.839
O 33.602 13.779 18.761
N 35.262 14.756 17.395
C 36.410 14.047 17.968
H 32.018 14.706 16.881
H 33.267 15.443 15.998
H 32.583 16.340 17.280
H 35.534 15.430 16.694
H 36.706 14.633 18.839
H 37.314 14.069 17.360
H 36.260 13.062 18.410
C 30.673 10.285 16.384
C 30.577 8.954 15.822
O 30.528 7.988 16.509
N 30.455 8.802 14.503
C 30.850 9.799 13.515
H 30.141 10.957 15.710
H 31.731 10.488 16.548
H 30.237 10.230 17.381
H 30.019 7.973 14.124
H 31.193 9.369 12.574
H 31.754 10.306 13.853
H 30.204 10.653 13.314
C 28.484 8.174 23.853
C 28.751 9.042 25.047
O 27.935 9.224 25.984
N 29.850 9.856 24.889
C 30.135 10.929 25.797
H 28.942 8.579 22.951
H 27.417 8.203 23.635
H 28.642 7.104 23.988
H 30.301 9.906 23.986
H 29.569 11.857 25.727
H 31.150 11.200 25.506
H 30.220 10.634 26.842
C 38.197 9.356 23.290
C 37.035 10.183 23.586
O 37.161 11.363 23.406
N 35.987 9.488 24.059
C 34.872 10.168 24.479
H 38.036 8.335 23.637
H 39.065 9.847 23.729
H 38.353 9.368 22.211
H 35.956 8.479 24.029
H 34.186 9.371 24.767
H 34.410 10.903 23.820
H 35.054 10.616 25.456
C 33.033 16.461 21.335
C 34.123 15.612 21.942
O 34.721 16.021 22.959
N 34.597 14.565 21.345
C 35.642 13.741 21.847
H 33.403 17.409 20.946
H 32.364 16.660 22.172
H 32.423 15.925 20.607
H 34.043 14.224 20.572
H 36.531 14.371 21.850
H 35.873 12.962 21.120
H 35.383 13.294 22.807
C 34.489 7.718 15.136
C 34.688 8.394 16.378
O 34.105 9.446 16.556
N 35.397 7.737 17.294
C 35.722 8.200 18.574
H 34.953 6.735 15.210
H 34.969 8.251 14.316
H 33.449 7.582 14.840
H 35.567 6.750 17.166
H 34.944 8.089 19.329
H 36.123 9.214 18.548
H 36.575 7.640 18.958
C 35.603 3.198 17.101
C 34.511 4.152 17.442
O 34.535 4.959 18.391
N 33.414 4.078 16.630
C 32.171 4.918 16.859
H 36.527 3.368 17.654
H 35.801 3.293 16.033
H 35.214 2.181 17.155
H 33.470 3.275 16.020
H 31.386 4.347 17.355
H 31.929 5.193 15.833
H 32.375 5.829 17.421
C 32.910 11.463 21.225
C 32.341 10.042 20.912
O 31.470 9.574 21.665
N 32.796 9.573 19.775
C 32.209 8.269 19.332
H 32.872 12.035 20.297
H 33.896 11.314 21.664
H 32.361 11.756 22.120
H 33.525 9.892 19.153
H 32.717 7.596 20.023
H 32.384 7.935 18.309
H 31.132 8.173 19.474
C 32.492 7.355 23.301
C 32.476 6.157 24.340
O 33.517 5.793 24.910
N 31.284 5.557 24.458
C 31.077 4.295 25.341
H 32.120 7.098 22.309
H 33.544 7.612 23.175
H 31.933 8.224 23.650
H 30.602 5.564 23.713
H 31.748 3.453 25.173
H 30.108 3.814 25.210
H 31.035 4.588 26.390
C 29.178 11.917 19.851
C 28.291 10.646 19.905
O 27.120 10.603 19.556
N 28.938 9.608 20.305
C 28.496 8.228 20.409
H 29.213 12.447 20.803
H 28.711 12.592 19.135
H 30.155 11.618 19.470
H 29.794 9.889 20.761
H 28.254 7.875 19.406
H 27.621 8.221 21.059
H 29.309 7.595 20.765
*
```